[1]
{
  "formula": "C17H16N5Pd",
  "method": "ωB97M-V with the def2-TZVPD basis set",
  "spin_multiplicity": 1,
  "e_homo_ev": -10.416,
  "total_charge": 1,
  "lumo_ev": -4.6,
  "total_energy_ev": -28813.26018,
  "species": ["Pd", "C", "C", "C", "C", "C", "C", "N", "C", "C", "C", "C", "C", "C", "N", "N", "C", "C", "C", "C", "C", "N", "H", "H", "H", "H", "H", "H", "H", "H", "H", "H", "H", "H", "H", "N", "H", "H", "H"],
  "xyz": [[-0.54154, 0.31702, -0.74804], [3.62092, 3.30823, 1.07071], [2.28169, 3.66033, 0.97005], [1.30222, 2.68068, 0.91443], [1.65904, 1.33281, 0.95395], [3.00886, 0.98032, 1.03334], [3.98043, 1.96812, 1.10288], [0.64628, 0.36466, 0.81445], [0.49765, -0.72842, 1.59987], [1.25081, -1.00798, 2.76464], [0.97962, -2.13638, 3.49433], [-0.02912, -3.05553, 3.13341], [-0.79615, -2.80675, 2.03226], [-0.54943, -1.64493, 1.28035], [-1.27815, -1.28437, 0.17479], [-2.14512, -2.01015, -0.37878], [-2.67007, -1.42751, -1.52480], [-3.74176, -2.03687, -2.16236], [-4.28213, -1.42717, -3.27916], [-3.74843, -0.22711, -3.72756], [-2.67307, 0.31435, -3.05022], [-2.12634, -0.27349, -1.98355], [4.38122, 4.07521, 1.12389], [1.99522, 4.70347, 0.94879], [0.25382, 2.95119, 0.86470], [3.29082, -0.06493, 1.03357], [5.02330, 1.68868, 1.17254], [2.01722, -0.31729, 3.08252], [1.55744, -2.32920, 4.38894], [-0.18795, -3.93505, 3.73930], [-1.59499, -3.46487, 1.72069], [-4.13375, -2.95998, -1.76293], [-5.12070, -1.87952, -3.79015], [-4.15147, 0.28491, -4.58828], [-2.22068, 1.24521, -3.36589], [0.85446, 1.20853, -2.09490], [1.72534, 1.33197, -1.58042], [0.65671, 2.08996, -2.55922], [1.00779, 0.51184, -2.81808]],
  "forces_ev_per_a": [[-0.37, -1.28, -0.30], [0.01, 0.01, 0.00], [0.00, 0.02, 0.00], [0.06, -0.02, 0.06], [0.25, -0.05, 0.05], [-0.08, 0.06, -0.05], [-0.01, 0.01, 0.00], [0.01, -0.15, 0.12], [-0.14, 0.32, -0.05], [0.02, -0.11, 0.10], [0.11, 0.19, -0.04], [-0.15, -0.06, -0.13], [0.02, -0.17, 0.19], [-0.04, 0.13, -0.18], [0.29, 0.58, 0.13], [0.21, -0.22, 0.34], [-0.25, 0.24, -0.22], [0.11, 0.07, 0.08], [-0.01, 0.06, -0.05], [-0.05, -0.01, -0.01], [0.10, -0.07, 0.02], [-0.01, 0.16, -0.18], [0.00, 0.00, 0.00], [0.01, 0.01, 0.00], [0.00, -0.03, -0.01], [0.00, -0.01, 0.00], [0.00, 0.00, 0.00], [0.01, -0.02, 0.02], [0.02, 0.02, 0.00], [-0.05, -0.02, -0.03], [0.00, -0.03, 0.03], [0.02, -0.01, 0.02], [-0.01, 0.00, -0.01], [-0.01, 0.00, -0.01], [0.00, -0.01, -0.02], [-0.10, 0.34, 0.10], [0.00, 0.02, -0.04], [-0.05, 0.01, 0.07], [0.08, 0.05, -0.01]]
}

[2]
{
  "formula": "C17H16N6O5",
  "method": "ωB97M-V with the def2-TZVPD basis set",
  "spin_multiplicity": 1,
  "e_homo_ev": -8.526,
  "smiles": "O=[N+]([O-])c1cc([N+](=O)[O-])c2nonc2c1.c1ncc2c3c1CCCN3CCC2",
  "lumo_ev": -1.9,
  "total_energy_ev": -37057.61314,
  "species": ["O", "N", "O", "C", "C", "C", "N", "O", "O", "C", "N", "O", "N", "C", "C", "H", "H", "C", "N", "C", "C", "C", "C", "C", "C", "C", "N", "C", "C", "C", "H", "H", "H", "H", "H", "H", "H", "H", "H", "H", "H", "H", "H", "H"],
  "xyz": [[-1.55923, 2.99608, -3.85324], [-1.23560, 2.82899, -2.65494], [-0.09287, 3.08551, -2.22296], [-2.22749, 2.34400, -1.72333], [-3.55663, 2.21915, -2.20834], [-4.62023, 1.98482, -1.32740], [-5.94829, 1.68019, -1.84052], [-6.89687, 1.41280, -1.07817], [-6.07718, 1.67850, -3.08220], [-4.30362, 2.00766, 0.08111], [-5.15867, 2.12011, 1.11374], [-4.35435, 2.30487, 2.21508], [-2.95770, 2.30362, 1.88596], [-2.94509, 2.09972, 0.54163], [-1.87267, 2.22843, -0.37041], [-3.76036, 2.30029, -3.26349], [-0.92436, 2.64306, 0.01607], [1.11569, 1.17501, 0.41936], [-0.11954, 0.78927, 0.12498], [-0.42438, -0.49438, 0.06156], [0.54660, -1.50393, 0.25470], [1.86972, -1.12458, 0.58184], [2.16174, 0.26164, 0.66131], [3.53741, 0.70426, 1.02566], [4.60934, -0.39528, 0.90087], [4.11519, -1.72142, 1.41681], [2.83569, -2.06962, 0.84162], [2.50802, -3.46922, 0.99457], [1.40153, -3.88350, 0.05963], [0.18875, -2.94209, 0.15875], [1.29650, 2.25389, 0.47234], [-1.46672, -0.74990, -0.14396], [3.54279, 1.06219, 2.06315], [3.82789, 1.54803, 0.39445], [5.50379, -0.11059, 1.45834], [4.90383, -0.50669, -0.14696], [4.04830, -1.69717, 2.52084], [4.82180, -2.51966, 1.16283], [2.21996, -3.68503, 2.04038], [3.41638, -4.04708, 0.79199], [1.09811, -4.90455, 0.29681], [1.78055, -3.88518, -0.96666], [-0.44971, -3.09485, -0.71481], [-0.39799, -3.22736, 1.04099]],
  "forces_ev_per_a": [[0.36, -0.45, 2.32], [1.87, 0.91, -1.69], [-1.99, -0.59, -0.52], [-0.11, 0.04, 1.48], [-1.63, -0.82, 1.18], [1.78, 0.00, -0.45], [-2.12, -0.35, -1.27], [2.31, 0.62, -0.81], [0.47, 0.11, 1.88], [-1.49, 0.05, 1.05], [2.11, 0.01, -0.21], [1.97, -0.40, -1.89], [-2.10, -0.41, -1.63], [-1.78, 0.32, 2.16], [1.25, 2.28, -0.83], [0.05, -0.05, -0.08], [-1.23, -0.07, -0.73], [0.90, -1.01, 0.08], [-0.21, -0.50, 0.17], [1.56, -1.08, 0.16], [-0.32, 1.03, -0.02], [-0.39, 0.42, 0.14], [-1.00, -0.01, -0.25], [0.73, 0.23, 0.32], [-0.09, 0.37, -0.33], [-0.05, 0.16, 0.40], [0.14, -0.10, -0.33], [-0.24, -0.08, 0.34], [-0.32, 0.13, -0.36], [-0.21, -0.87, 0.12], [0.02, -0.27, -0.06], [0.24, -0.04, -0.04], [-0.06, 0.05, -0.11], [-0.02, 0.04, 0.13], [-0.04, 0.06, -0.08], [-0.06, 0.00, 0.04], [-0.02, 0.00, -0.16], [-0.08, 0.15, 0.03], [0.04, 0.05, -0.14], [-0.14, 0.05, 0.02], [-0.01, 0.03, -0.08], [0.00, 0.03, 0.05], [-0.07, -0.06, 0.10], [-0.02, 0.02, -0.10]]
}

[3]
{
  "formula": "C17H17Br2ClNO3PtS2",
  "method": "ωB97M-V with the def2-TZVPD basis set",
  "spin_multiplicity": 5,
  "e_homo_ev": [-1.729, -5.156],
  "total_charge": -1,
  "s_squared": 6.035,
  "lumo_ev": [2.5, 1.2],
  "total_energy_ev": -203059.79293,
  "species": ["Pt", "C", "C", "S", "C", "C", "S", "H", "H", "H", "H", "H", "H", "C", "C", "C", "C", "C", "C", "Br", "C", "C", "Br", "C", "O", "C", "N", "H", "H", "H", "H", "H", "H", "Cl", "C", "H", "H", "C", "O", "C", "O", "H", "H", "H"],
  "xyz": [[4.21775, -10.14426, -13.31462], [7.19749, -13.10313, -14.63209], [6.46808, -11.81158, -14.26078], [5.96534, -11.65962, -12.63549], [6.25229, -10.92429, -15.33585], [6.91438, -11.21881, -16.70498], [5.28188, -9.55435, -15.25878], [7.37420, -13.70195, -13.74224], [8.14940, -12.87442, -15.10103], [6.63184, -13.71155, -15.31496], [7.96308, -10.91136, -16.71289], [6.36844, -10.70921, -17.52509], [6.91595, -12.26198, -16.88038], [2.37180, -12.30457, -12.34259], [2.63379, -11.22058, -11.30972], [1.72388, -11.24155, -10.21952], [1.78255, -10.30804, -9.21070], [2.85052, -9.36177, -9.34989], [3.08360, -8.46430, -8.27747], [2.04421, -8.51317, -6.77310], [4.15302, -7.58632, -8.24532], [4.85760, -7.37917, -9.43191], [6.12585, -5.97835, -9.29355], [4.67554, -8.23102, -10.49838], [5.44623, -8.03144, -11.61769], [3.67295, -9.25453, -10.49186], [3.52469, -10.24048, -11.49671], [1.55930, -12.89671, -11.94645], [3.24678, -12.92705, -12.52889], [2.03276, -11.93890, -13.30350], [0.96723, -12.02416, -10.23061], [1.07054, -10.30223, -8.39373], [4.39415, -7.06748, -7.34204], [1.90146, -10.88423, -15.48288], [2.34595, -9.65170, -14.17607], [1.51353, -9.71188, -13.44260], [2.37076, -8.68178, -14.69669], [7.51533, -7.29117, -13.15314], [6.24182, -6.60005, -13.22065], [5.22213, -6.80546, -12.39399], [4.18557, -6.20945, -12.35580], [7.81230, -7.41926, -12.09570], [8.19852, -6.61593, -13.67897], [7.48796, -8.25146, -13.62620]],
  "forces_ev_per_a": [[0.32, 1.56, -1.27], [0.22, 0.49, 0.90], [0.40, -0.87, -1.00], [0.37, -0.22, -0.74], [0.69, -0.29, -0.60], [-0.63, 1.19, 0.59], [0.70, 0.20, -0.59], [0.08, 0.04, 0.04], [0.26, -0.07, -0.07], [-0.41, -0.22, -0.43], [-0.02, 0.18, 0.01], [0.38, -0.24, 0.59], [-0.12, -1.08, -0.40], [0.42, 0.35, 0.25], [-2.95, -1.28, 1.42], [0.76, -0.59, -1.58], [0.68, 0.37, -0.65], [-1.08, 0.71, 1.74], [1.52, 0.02, -1.06], [-0.94, -0.07, 1.50], [-0.52, -0.13, -1.11], [-0.26, -0.25, 2.08], [0.28, -0.15, -0.63], [-0.93, -0.24, -1.20], [0.59, 1.85, -1.50], [0.47, -0.78, -0.09], [0.10, 1.59, 3.45], [-0.02, -0.45, 0.06], [0.08, -0.11, 0.04], [0.07, 0.16, -0.09], [0.19, 0.15, 0.10], [0.36, 0.11, -0.13], [0.00, 0.44, 0.17], [-0.23, 0.37, -0.15], [-0.95, -0.39, -0.84], [0.52, 0.19, -0.39], [-0.13, -0.30, 0.24], [-0.10, 0.76, 1.17], [-0.42, 0.23, 0.17], [-0.39, -2.55, 0.83], [1.21, -0.07, -0.08], [-0.09, 0.13, -0.56], [-0.12, -0.24, 0.18], [-0.35, -0.51, -0.35]]
}

[4]
{
  "formula": "C17H17BrEu",
  "method": "ωB97M-V with the def2-TZVPD basis set",
  "spin_multiplicity": 8,
  "e_homo_ev": [0.098, 0.046],
  "total_charge": -2,
  "s_squared": 15.760,
  "lumo_ev": [5.4, 5.4],
  "total_energy_ev": -107276.82375,
  "species": ["C", "C", "C", "H", "C", "C", "H", "H", "H", "H", "Eu", "Br", "C", "C", "C", "H", "C", "C", "H", "H", "H", "H", "C", "C", "C", "C", "C", "C", "C", "H", "H", "H", "H", "H", "H", "H"],
  "xyz": [[-1.41915, -0.90793, -1.89280], [-1.66255, -1.99313, -0.98825], [-2.48053, -1.48777, 0.07998], [-1.29366, -3.01870, -1.10143], [-2.74945, -0.10584, -0.18263], [-2.10485, 0.24285, -1.40572], [-2.18872, 1.20202, -1.91942], [-0.87156, -0.98178, -2.83336], [-2.79898, -2.03918, 0.96733], [-3.37968, 0.55142, 0.42409], [0.04474, -0.60466, 0.53347], [1.18212, -2.70032, 1.81084], [2.49996, 1.43670, 0.13779], [1.57952, 2.16160, -0.68117], [1.27787, 1.35642, -1.81805], [1.21042, 3.17188, -0.49332], [2.00656, 0.13428, -1.71584], [2.75290, 0.17743, -0.49654], [3.38598, -0.61869, -0.10940], [2.89743, 1.75987, 1.10216], [0.63244, 1.63951, -2.64393], [2.00530, -0.69121, -2.42958], [-0.39474, 0.72274, 2.89028], [-0.42418, 0.79041, 4.30081], [0.72471, 0.47789, 5.09001], [0.70288, 0.67516, 6.46351], [-0.43668, 1.17209, 7.11656], [-1.57331, 1.45780, 6.34561], [-1.58936, 1.25004, 4.97790], [0.54382, 1.07914, 2.44194], [-1.35400, 0.82353, 2.35139], [1.60710, 0.05560, 4.60079], [1.57714, 0.40695, 7.05000], [-0.46572, 1.29893, 8.20189], [-2.47748, 1.82244, 6.82213], [-2.47962, 1.45021, 4.37917]],
  "forces_ev_per_a": [[-0.77, -0.34, 0.36], [-0.66, 0.56, -0.14], [-0.03, 0.14, -0.63], [-0.12, 0.49, 0.15], [0.26, -0.61, -0.36], [-0.07, -0.65, 0.23], [0.23, -0.26, 0.28], [-0.07, 0.10, 0.38], [0.10, 0.14, -0.33], [0.36, -0.25, -0.19], [0.48, 1.97, -0.52], [0.62, -1.29, 0.51], [-0.40, -0.52, -0.49], [0.26, -0.70, -0.15], [0.53, -0.10, 0.44], [0.03, -0.37, -0.01], [-0.02, 0.47, 0.66], [-0.31, 0.59, -0.11], [-0.13, 0.19, -0.07], [-0.11, -0.10, -0.33], [0.00, -0.06, 0.16], [-0.06, 0.26, 0.20], [0.00, -0.19, -0.17], [0.02, 0.24, -0.86], [-0.13, 0.23, 0.52], [-0.23, -0.02, -0.24], [-0.04, 0.07, 0.16], [-0.02, -0.38, -0.21], [0.15, -0.27, 0.60], [-0.38, -0.21, -0.11], [0.51, 0.53, 0.15], [-0.32, 0.16, 0.11], [0.03, 0.03, 0.01], [0.10, 0.00, -0.30], [-0.02, 0.05, 0.13], [0.19, 0.09, 0.19]]
}

[5]
{
  "formula": "C17H17BrN4O4S",
  "method": "ωB97M-V with the def2-TZVPD basis set",
  "spin_multiplicity": 1,
  "e_homo_ev": -8.130,
  "smiles": "O=c1[nH]c(=O)n(C/C=C/CN2c3cccc4c3N(CCC4)S2(=O)=O)cc1Br",
  "lumo_ev": 0.2,
  "total_energy_ev": -112932.13122,
  "species": ["O", "C", "N", "C", "O", "N", "C", "C", "C", "C", "N", "C", "C", "C", "C", "C", "C", "N", "C", "C", "C", "S", "O", "O", "C", "C", "Br", "H", "H", "H", "H", "H", "H", "H", "H", "H", "H", "H", "H", "H", "H", "H", "H", "H"],
  "xyz": [[-4.50425, -4.32219, -5.03946], [-3.51190, -3.67276, -4.69294], [-2.98016, -3.83651, -3.44412], [-1.96235, -3.06374, -3.03913], [-1.68796, -3.12503, -1.83541], [-1.32886, -2.22416, -3.93404], [-0.11593, -1.52452, -3.56039], [-0.51891, -0.33487, -2.77366], [-0.33383, -0.22768, -1.42714], [-0.69146, 0.96288, -0.53963], [0.27698, 1.00105, 0.55608], [0.09390, 0.79331, 1.92480], [-0.90065, 0.02174, 2.56120], [-0.87341, -0.15507, 3.92989], [0.16968, 0.39196, 4.68632], [1.12935, 1.21900, 4.08882], [1.08189, 1.42721, 2.69894], [1.93900, 2.24725, 2.00919], [3.22815, 2.58830, 2.59634], [3.07814, 2.92825, 4.10196], [2.25738, 1.85365, 4.86445], [1.71921, 1.94459, 0.34066], [1.41468, 3.21422, -0.36766], [2.81996, 1.18208, -0.24115], [-1.88174, -1.95261, -5.19249], [-2.96291, -2.63121, -5.58528], [-3.78258, -2.34191, -7.26766], [-3.43291, -4.44358, -2.76919], [0.55381, -2.21022, -3.02470], [0.44207, -1.15196, -4.43519], [-1.02884, 0.47043, -3.28586], [0.16202, -1.04218, -0.94690], [-0.71063, 1.92486, -1.10906], [-1.66742, 0.83679, -0.14411], [-1.67526, -0.44668, 1.96316], [-1.63541, -0.80746, 4.33610], [0.24858, 0.19556, 5.73943], [3.93298, 1.77576, 2.50576], [3.61950, 3.48224, 2.02380], [2.52891, 3.86647, 4.16092], [4.08673, 3.08275, 4.51216], [2.94374, 1.06197, 5.12974], [1.86773, 2.29086, 5.80292], [-1.40706, -1.24888, -5.87749]],
  "forces_ev_per_a": [[1.31, 0.50, 0.56], [-3.37, -1.14, -1.74], [-0.21, 0.34, -2.02], [1.08, 0.45, 3.69], [0.86, 0.42, -1.21], [-0.32, -0.27, -1.93], [0.50, 0.38, 0.52], [0.41, 0.99, 3.20], [-0.43, 0.54, -2.46], [1.17, -0.24, -1.10], [1.73, 1.68, 0.02], [-0.58, -0.37, 1.02], [0.57, 0.61, -1.27], [0.64, -0.05, 0.14], [-0.23, 0.27, -0.67], [-0.02, 0.15, -0.85], [-1.47, -1.21, 1.58], [-0.23, -0.25, -1.60], [0.57, 1.31, -0.32], [-0.97, -0.06, -0.80], [0.39, 0.38, 0.30], [0.30, 1.84, -1.71], [0.27, -2.61, 1.53], [-1.49, 0.57, 1.14], [-0.11, -0.76, 0.17], [0.21, -0.17, 0.23], [0.25, -0.14, 0.58], [0.13, 0.20, -0.19], [-0.31, 0.28, 0.08], [-0.48, -0.60, -0.07], [0.00, 0.07, -0.29], [0.19, -0.42, 0.49], [0.26, -0.67, 0.49], [-0.92, -0.15, 0.70], [0.08, 0.01, 0.03], [0.12, 0.15, 0.37], [-0.08, -0.01, 0.33], [0.25, -0.43, -0.30], [-0.28, -1.01, 0.71], [0.10, 0.19, 0.07], [-0.43, -0.16, 0.00], [0.21, -0.35, 0.34], [0.24, -0.24, -0.38], [0.13, -0.03, 0.64]]
}